[1]
C5H10O | the ωB97M-V functional and the def2-TZVPD basis

Calculated values
Structure (SMILES)   CC(C)CC=O
Max |F|   3.41 eV/Å
Multiplicity   1
HOMO energy   -8.7 eV

CARTESIAN COORDINATES (ANGSTROEM)
C: 1.18043 0.32616 1.14216
C: -0.06890 -0.60855 0.09567
C: -1.24210 -0.93798 0.99044
C: -0.52321 0.22049 -1.09073
C: 0.57124 0.73439 -1.97693
O: 1.74574 0.50531 -1.80594
H: 1.21890 -0.12029 2.14914
H: 0.75096 1.31005 1.13601
H: 2.23411 0.37999 0.77686
H: 0.94603 -0.96456 0.21008
H: -2.04976 -1.50595 0.49768
H: -0.94104 -1.51059 1.86698
H: -1.70821 0.00585 1.32504
H: -1.24443 -0.30564 -1.75135
H: -1.10409 1.09909 -0.74072
H: 0.23434 1.37222 -2.82439

Charges per atom according to Löwdin partitioning, unit e: atom 1 (C): -0.030, atom 2 (C): -0.296, atom 3 (C): -0.118, atom 4 (C): -0.184, atom 5 (C): -0.263, atom 6 (O): 0.046, atom 7 (H): 0.060, atom 8 (H): 0.043, atom 9 (H): 0.067, atom 10 (H): 0.070, atom 11 (H): 0.078, atom 12 (H): 0.071, atom 13 (H): 0.080, atom 14 (H): 0.130, atom 15 (H): 0.127, atom 16 (H): 0.120

=====

[2]
CH3N3O2 | the ωB97M-V functional and the def2-TZVPD basis

Calculated values
Structure (SMILES)   [H]/N=N\[H].O=C=NO
Max |F|   4.39 eV/Å
Multiplicity   1
HOMO energy   -9.7 eV

CARTESIAN COORDINATES (ANGSTROEM)
H: -0.18155 0.96094 -0.63708
N: -1.00465 0.95270 0.05086
N: -2.15345 1.22724 -0.23696
H: -2.22665 1.76925 -1.15407
O: 2.77068 0.42899 -0.01584
C: 1.92777 -0.35706 0.21031
N: 1.31076 -1.29213 0.67911
O: 0.15611 -2.02639 0.36744
H: -0.59901 -1.66354 0.73624

Charges per atom according to Löwdin partitioning, unit e: atom 1 (H): 0.077, atom 2 (N): -0.060, atom 3 (N): -0.024, atom 4 (H): 0.071, atom 5 (O): 0.148, atom 6 (C): -0.330, atom 7 (N): 0.067, atom 8 (O): 0.006, atom 9 (H): 0.044

=====

[3]
C23H32N4O7 | the ωB97M-V functional and the def2-TZVPD basis

Calculated values
Max |F|   18.28 eV/Å
Multiplicity   1
HOMO energy   -7.7 eV

CARTESIAN COORDINATES (ANGSTROEM)
C: -5.13085 -4.44633 -1.34532
C: -5.70196 -3.15032 -1.02972
C: -4.67402 -2.02091 -0.57897
C: -5.45041 -0.83857 -0.15840
N: -4.49823 0.00803 0.11186
C: -3.89124 0.09279 1.50277
O: -4.04413 -0.73677 2.51315
C: -2.91016 1.40886 1.24112
O: -2.15282 1.80618 2.07909
N: -3.09554 1.88215 0.11138
C: -4.16717 1.41056 -0.55100
O: -4.60969 1.54009 -1.77717
C: -2.39580 2.86133 -0.56877
H: -2.82171 3.31668 -1.40956
H: -2.55594 3.91912 0.03505
C: -0.97476 2.75143 -0.45532
O: -0.07560 3.53230 -0.50404
N: -0.64509 1.42225 -0.65923
C: 0.73385 0.94198 -0.66076
C: 1.80781 1.55123 -0.55774
C: 2.99045 0.82022 -0.58274
C: 2.88248 -0.45878 -0.07066
C: 1.77536 -1.10030 -0.10625
C: 0.52214 -0.49336 -0.16881
O: -0.67768 -0.93200 -0.55503
C: -0.75505 -2.36574 0.24860
C: -0.68510 -2.56133 1.77359
H: 0.33040 -1.86486 2.02948
H: -1.51685 -1.75346 2.33216
H: -0.80766 -3.41968 2.23471
H: -0.12889 -2.98883 -0.24662
H: -1.88539 -2.70508 -0.15093
H: 1.84426 -2.23145 0.06504
N: 4.13675 -1.48311 -0.03396
C: 4.92649 -1.63226 -1.20507
C: 6.04519 -2.43681 -0.86050
H: 6.69852 -2.78201 -1.92005
O: 6.82035 -2.24627 0.45223
C: 6.02643 -1.97523 1.35164
C: 4.89783 -0.79057 1.17783
H: 4.47657 -0.84985 2.13163
H: 5.40050 0.09075 1.08715
H: 6.64615 -1.76644 2.14889
H: 5.47462 -3.08254 1.66299
H: 5.38386 -3.52330 -0.73741
H: 4.46080 -1.97028 -2.02619
H: 5.55119 -0.75108 -1.48187
O: 4.39810 1.25669 -0.54420
C: 4.40652 2.90323 -0.79589
C: 3.94513 3.60062 0.66507
H: 4.29413 4.64532 0.44551
H: 3.06224 3.44153 0.85481
H: 4.90007 3.21004 1.30933
H: 3.81209 3.10390 -1.40442
H: 5.54249 2.90006 -0.85498
H: 1.85202 2.65760 -0.66217
H: -1.38878 0.74492 -0.83261
H: -6.15356 -0.37268 -0.90732
H: -6.14011 -0.88325 0.74033
H: -4.13498 -2.52515 0.59303
H: -4.05930 -1.97627 -1.44365
H: -6.52224 -3.34173 -0.13377
H: -6.35806 -2.72980 -1.94232
H: -6.07149 -5.19756 -1.66415
H: -4.62367 -4.98696 -0.54932
H: -4.43262 -4.35136 -2.20158

Charges per atom according to Löwdin partitioning, unit e: atom 1 (C): -0.192, atom 2 (C): -0.345, atom 3 (C): -0.173, atom 4 (C): -0.318, atom 5 (N): -0.014, atom 6 (C): -0.092, atom 7 (O): 0.020, atom 8 (C): -0.388, atom 9 (O): 0.184, atom 10 (N): 0.002, atom 11 (C): -0.182, atom 12 (O): 0.059, atom 13 (C): -0.051, atom 14 (H): 0.137, atom 15 (H): 0.217, atom 16 (C): -0.477, atom 17 (O): 0.109, atom 18 (N): 0.146, atom 19 (C): -0.104, atom 20 (C): -0.013, atom 21 (C): -0.129, atom 22 (C): -0.153, atom 23 (C): -0.024, atom 24 (C): -0.222, atom 25 (O): -0.064, atom 26 (C): -0.130, atom 27 (C): -0.059, atom 28 (H): 0.136, atom 29 (H): 0.141, atom 30 (H): -0.004, atom 31 (H): 0.049, atom 32 (H): 0.142, atom 33 (H): 0.157, atom 34 (N): -0.010, atom 35 (C): -0.299, atom 36 (C): -0.155, atom 37 (H): 0.193, atom 38 (O): -0.083, atom 39 (C): -0.381, atom 40 (C): -0.034, atom 41 (H): 0.096, atom 42 (H): 0.069, atom 43 (H): 0.087, atom 44 (H): 0.170, atom 45 (H): 0.163, atom 46 (H): 0.099, atom 47 (H): 0.134, atom 48 (O): -0.134, atom 49 (C): -0.002, atom 50 (C): 0.003, atom 51 (H): 0.082, atom 52 (H): -0.065, atom 53 (H): 0.132, atom 54 (H): -0.043, atom 55 (H): 0.139, atom 56 (H): 0.131, atom 57 (H): 0.132, atom 58 (H): 0.158, atom 59 (H): 0.163, atom 60 (H): 0.218, atom 61 (H): 0.100, atom 62 (H): 0.153, atom 63 (H): 0.146, atom 64 (H): 0.136, atom 65 (H): 0.061, atom 66 (H): 0.074

=====

[4]
C22H23N2OS | the ωB97M-V functional and the def2-TZVPD basis

Calculated values
Structure (SMILES)   Cc1ccc(CNC(=O)c2cc3c(s2)C[N@H+](Cc2ccccc2)C3)cc1
Max |F|   1.06 eV/Å
Total charge   +1
Multiplicity   1
HOMO energy   -10.7 eV

CARTESIAN COORDINATES (ANGSTROEM)
C: -7.73600 -1.36234 1.96990
C: -6.72811 -0.94099 0.94719
C: -6.42720 -1.75975 -0.13415
C: -5.51489 -1.36102 -1.09438
C: -4.88876 -0.12662 -0.99889
C: -3.87680 0.31736 -2.02267
N: -2.53361 0.29132 -1.46494
C: -1.86056 1.41447 -1.17432
O: -2.23661 2.54573 -1.42749
C: -0.53928 1.26567 -0.52379
C: 0.24477 0.21065 -0.13282
C: 1.44333 0.67248 0.43148
C: 1.53432 2.04063 0.45360
S: 0.16938 2.81789 -0.21955
C: 2.82783 2.47993 1.05379
N: 3.64720 1.22509 0.96159
C: 4.44216 1.18395 -0.30342
C: 5.33550 -0.02716 -0.33421
C: 6.43147 -0.09554 0.52075
C: 7.25371 -1.20767 0.51231
C: 6.98843 -2.25882 -0.35085
C: 5.90211 -2.19495 -1.20700
C: 5.07477 -1.08457 -1.19721
C: 2.68229 0.07532 1.02275
C: -5.18256 0.69511 0.08271
C: -6.09060 0.29129 1.04234
H: -7.50999 -0.93005 2.94171
H: -8.72724 -1.01913 1.67267
H: -7.77026 -2.44527 2.06102
H: -6.91377 -2.71968 -0.22679
H: -5.29794 -2.01095 -1.93041
H: -4.06275 1.34954 -2.32874
H: -3.90487 -0.33299 -2.90120
H: -2.19466 -0.59948 -1.13884
H: -0.01789 -0.82509 -0.24034
H: 2.70639 2.76377 2.10413
H: 3.30986 3.30060 0.52186
H: 4.31707 1.16240 1.73277
H: 5.04473 2.09420 -0.35125
H: 3.73793 1.17840 -1.13722
H: 6.65833 0.73115 1.18073
H: 8.10516 -1.25028 1.17294
H: 7.63358 -3.12281 -0.36109
H: 5.69851 -3.00777 -1.88599
H: 4.23565 -1.03202 -1.87603
H: 2.52418 -0.21471 2.06542
H: 3.08069 -0.77918 0.47450
H: -4.70046 1.65886 0.16317
H: -6.31455 0.94303 1.87425

Charges per atom according to Löwdin partitioning, unit e: atom 1 (C): -0.048, atom 2 (C): -0.278, atom 3 (C): -0.040, atom 4 (C): -0.040, atom 5 (C): -0.224, atom 6 (C): -0.115, atom 7 (N): 0.094, atom 8 (C): -0.538, atom 9 (O): 0.022, atom 10 (C): -0.380, atom 11 (C): -0.027, atom 12 (C): -0.245, atom 13 (C): -0.475, atom 14 (S): 1.209, atom 15 (C): -0.067, atom 16 (N): -0.063, atom 17 (C): -0.068, atom 18 (C): -0.240, atom 19 (C): -0.041, atom 20 (C): -0.056, atom 21 (C): -0.056, atom 22 (C): -0.054, atom 23 (C): -0.043, atom 24 (C): -0.018, atom 25 (C): -0.029, atom 26 (C): -0.036, atom 27 (H): 0.078, atom 28 (H): 0.089, atom 29 (H): 0.078, atom 30 (H): 0.113, atom 31 (H): 0.110, atom 32 (H): 0.130, atom 33 (H): 0.126, atom 34 (H): 0.145, atom 35 (H): 0.122, atom 36 (H): 0.148, atom 37 (H): 0.139, atom 38 (H): 0.185, atom 39 (H): 0.147, atom 40 (H): 0.151, atom 41 (H): 0.117, atom 42 (H): 0.114, atom 43 (H): 0.114, atom 44 (H): 0.114, atom 45 (H): 0.121, atom 46 (H): 0.152, atom 47 (H): 0.132, atom 48 (H): 0.116, atom 49 (H): 0.114

=====

Calculated total energy across the listed records, respectively: -271.64311 -354.48503 -1640.56984 -1434.86393 a.u..
Gap between HOMO and LUMO across the listed records, respectively: 9.74 9.80 6.53 7.98 eV.